DFT (ωB97M-V with the def2-TZVPD basis set) results for an isolated ion of composition C6H17N2 and charge +1.

Structure (XYZ):
```
25
Properties=species:S:1:pos:R:3:forces:R:3
C -0.312197 -3.244970 1.340495 -1.908 0.745 0.775
C -0.468980 -1.773597 0.982009 2.136 -0.049 -0.957
N 0.714000 -1.386485 0.124979 -0.360 -0.389 -0.143
C 0.420163 -0.628475 -1.071816 -0.585 0.758 0.282
C -0.274491 0.669678 -0.619276 0.524 -0.195 -0.167
N -0.640431 1.571829 -1.795641 1.591 -0.108 0.064
C 0.649492 1.351090 0.401198 -1.274 0.448 1.221
C 0.551832 2.871697 0.519545 -0.615 0.378 -1.733
H -1.061851 -3.379087 2.130217 0.244 -0.429 0.082
H 0.653750 -3.472254 1.769227 0.261 -0.145 -0.238
H -0.658357 -3.882542 0.531862 0.553 -0.190 -0.174
H -0.341912 -1.161051 1.870576 -0.685 0.079 0.170
H -1.387628 -1.580718 0.428558 -0.274 -0.063 0.321
H 1.154883 -2.249037 -0.161718 0.248 0.017 -0.014
H 1.350204 -0.277768 -1.528792 0.122 -0.402 -0.190
H -0.181890 -1.178811 -1.798826 -0.152 0.001 -0.260
H -1.258443 0.481263 -0.216900 -0.143 -0.142 0.449
H 0.100766 1.641768 -2.498735 -0.076 -0.317 -0.077
H -1.501815 1.298996 -2.227169 -0.588 -0.264 -0.446
H -0.727086 2.507878 -1.436624 -0.355 0.695 0.263
H 1.630321 0.903434 0.394512 0.409 0.255 -0.317
H 0.216681 1.029794 1.354199 0.281 -0.321 -0.017
H 1.017266 3.434337 -0.302496 0.701 -0.203 0.361
H 0.844578 3.278712 1.479076 0.179 -0.079 -0.004
H -0.488859 3.174330 0.331547 -0.237 -0.080 0.748
```
Forces are in eV/Å.

SMILES: CCNC[C@H]([NH3+])CC
gap between HOMO and LUMO: 0.33587 Eh
total charge: +1
LUMO: -3.5 eV

DFT (ωB97M-V with the def2-TZVPD basis set) results for a 2-piece molecular cluster, C6H17N2 overall.

Structure (XYZ):
```
25
Properties=species:S:1:pos:R:3:forces:R:3
C 0.148867 1.345152 -0.671196 0.509 0.987 0.081
N 1.550559 1.156715 -0.300725 -1.891 -2.041 0.615
C 1.966006 -0.190429 -0.490241 1.742 -0.011 -0.094
C 3.473721 -0.382013 -0.171267 0.069 0.685 0.639
C -0.825247 0.437573 0.147578 3.102 -0.283 2.093
N -0.615302 -0.833971 -0.273739 -0.776 -0.060 0.031
C -3.120349 0.124842 1.215589 0.226 -0.184 0.028
C -2.243506 1.042136 0.396087 -0.821 0.868 -0.516
H -0.000498 2.383606 -0.367577 -0.752 0.071 -0.783
H 0.014699 1.061604 -1.733643 -0.007 0.675 0.474
H 1.702300 1.429953 0.669976 0.284 0.426 -0.171
H 1.474785 -0.937488 0.227410 -0.892 0.318 -0.408
H 1.789044 -0.527711 -1.511363 -0.357 0.149 0.135
H 3.674087 -0.470984 0.913429 -0.296 -0.347 -0.461
H 3.994598 0.571865 -0.415171 -0.120 -0.970 -0.496
H 3.821598 -1.280773 -0.704011 0.212 0.623 0.272
H -0.508261 0.492690 1.327229 -0.463 -0.379 -1.824
H 0.035474 -3.561600 -1.483659 0.054 -0.046 0.027
H -0.957137 -1.517900 0.412196 0.362 -0.045 0.204
H -0.608856 -3.377033 -1.797289 -0.046 0.004 -0.037
H -4.085824 0.625303 1.320191 -0.009 -0.325 0.037
H -2.701203 -0.040656 2.215513 -0.130 0.057 -0.143
H -3.224468 -0.852460 0.723339 -0.320 0.338 0.159
H -2.715153 1.319397 -0.563615 0.408 -0.389 0.177
H -2.039933 1.982182 0.914959 -0.088 -0.123 -0.039
```
Forces are in eV/Å.

gap between HOMO and LUMO: 0.23618 Eh
total charge: +1
LUMO: -7.6 eV

DFT (ωB97M-V with the def2-TZVPD basis set) results for an isolated ion of composition C6H17N2 and charge +2.

Structure (XYZ):
```
25
Properties=species:S:1:pos:R:3:forces:R:3
C -0.441131 -0.525727 -0.433563 -0.288 0.861 -0.032
N 0.161086 -1.355619 0.573021 -0.458 -1.625 -0.254
C 1.140988 -2.368501 0.348244 0.781 0.131 -0.415
C 0.750577 -3.347169 -0.833466 -0.571 0.160 -0.366
C -0.802582 0.888459 0.074170 -0.147 0.266 -0.010
N 0.426289 1.635548 0.599147 -0.416 0.168 -0.667
C 0.246276 3.130563 0.864794 0.416 -0.300 0.639
C -1.568000 1.673841 -0.997238 -0.659 -0.431 0.237
H 0.117024 -0.484789 -1.364016 0.528 -0.070 0.085
H -1.408861 -0.969161 -0.714480 0.038 -0.124 0.215
H -0.463786 -1.646131 1.326810 -0.080 0.607 0.284
H 2.084089 -1.910565 0.017283 -0.066 0.138 0.119
H 1.288105 -2.921251 1.272080 0.077 0.104 -0.005
H 1.568934 -3.544707 -1.518279 0.385 0.071 0.365
H -0.018203 -2.887518 -1.457441 -0.134 -0.222 0.154
H 0.398549 -4.278573 -0.397429 -0.131 0.046 -0.043
H -1.433268 0.821926 0.944368 -0.271 -0.275 0.428
H 0.699275 1.213061 1.479355 0.335 -0.169 0.114
H 1.190041 1.516469 -0.069993 0.057 0.062 0.096
H 1.199221 3.600939 0.634894 -0.220 0.178 -0.282
H 0.080069 3.272710 1.930489 -0.188 -0.132 -0.022
H -0.597254 3.503431 0.307996 0.086 0.189 -0.212
H -2.470578 2.115302 -0.580174 0.128 0.219 0.273
H -1.981914 1.012143 -1.760739 0.471 0.020 -0.171
H -0.993336 2.470198 -1.431047 0.327 0.128 -0.530
```
Forces are in eV/Å.

gap between HOMO and LUMO (alpha / beta): 0.47377 / 0.32593 Eh
total charge: +2
2S+1: 2
LUMO (alpha / beta): -6.9 / -11.7 eV

DFT (ωB97M-V with the def2-TZVPD basis set) results for an isolated ion of composition C6H17N2 and charge +2.

Structure (XYZ):
```
25
Properties=species:S:1:pos:R:3:forces:R:3
C -0.244904 -0.674454 -0.428660 -3.241 2.976 1.798
N -0.217202 -0.097500 1.033086 4.315 -2.074 -2.451
C 1.027194 0.528140 1.570413 -2.610 3.023 -0.405
C 2.309524 -0.297319 1.753568 1.552 -0.508 -1.797
C 2.345389 -1.645245 0.915969 -2.314 0.390 5.646
C -0.494970 0.564651 -1.257851 0.883 0.309 -0.194
N -1.800973 1.302654 -0.999069 -0.043 -2.029 0.401
C -2.852029 0.707238 -1.971002 -2.044 -0.483 2.891
H 0.590671 -1.197447 -0.861522 0.461 -0.288 0.671
H -1.203807 -1.183872 -0.439914 0.342 -1.051 -0.010
H -0.677554 -0.786679 1.599232 -0.610 0.114 1.246
H 1.396328 1.470949 1.006359 -1.365 -1.682 -0.010
H 0.643081 0.980569 2.476491 0.344 -0.237 0.752
H 2.598202 -0.322951 2.832133 -0.621 -0.718 -0.855
H 2.994315 0.423326 1.290861 0.454 -0.532 0.329
H 2.215195 -1.730408 -0.089610 0.122 0.668 -2.817
H 3.214314 -2.138118 1.234256 1.312 -0.824 0.127
H 1.482005 -2.221381 1.390203 1.092 0.105 -0.689
H 0.422082 1.133395 -1.214497 -0.245 1.072 0.129
H -0.579078 0.227318 -2.249564 0.053 -0.217 -1.447
H -2.094640 1.180125 -0.000438 0.047 0.002 -1.054
H -1.733718 2.301624 -1.098267 0.228 0.686 -0.476
H -2.859639 1.201949 -2.905158 -0.300 1.174 -0.558
H -3.833790 0.581042 -1.374711 1.294 1.039 -1.387
H -2.645995 -0.307605 -2.212310 0.895 -0.916 0.158
```
Forces are in eV/Å.

gap between HOMO and LUMO (alpha / beta): 0.44580 / 0.24699 Eh
total charge: +2
2S+1: 2
LUMO (alpha / beta): -7.0 / -12.3 eV

DFT (ωB97M-V with the def2-TZVPD basis set) results for a 2-piece molecular cluster, C6H17N2OP overall.

Structure (XYZ):
```
27
Properties=species:S:1:pos:R:3:forces:R:3
C -2.879384 -0.146668 -1.152143 2.180 1.021 1.221
C 2.940756 -0.239854 0.049757 -1.609 0.264 -2.889
C 1.135707 0.741449 -1.522705 0.692 -1.485 -2.141
C 1.066991 1.410321 0.836436 1.425 0.074 1.415
C -2.874909 0.535472 0.214707 -0.613 1.438 -1.408
C 1.488203 0.355629 -0.136036 -1.001 -1.243 0.421
N 0.522045 -1.717929 1.692174 1.812 -2.629 1.023
N -2.261159 -0.235073 1.209664 1.361 -0.218 1.180
O 0.354774 -2.232805 -0.783157 -0.010 -0.952 -1.418
P 0.210133 -1.137581 0.168154 0.453 1.190 1.889
H -3.411476 -1.006332 -1.279912 -1.950 -2.384 0.329
H -3.155563 0.490551 -1.900375 -1.113 1.982 -1.979
H -1.886814 -0.446436 -1.453326 0.702 0.006 0.252
H 3.364303 -0.657871 -0.963264 -0.892 0.613 2.140
H 3.546898 0.554234 0.406592 0.823 0.701 0.238
H 2.818774 -0.960960 0.808904 0.553 -1.158 0.744
H 1.215736 -0.249958 -2.059146 -0.588 1.115 -0.180
H 1.957966 1.293163 -1.954764 0.139 0.703 -0.214
H 0.166307 1.250751 -1.732623 0.696 -0.507 0.485
H 1.931303 2.010506 1.205280 -0.666 0.068 -0.626
H 0.253348 1.969452 0.442839 -0.377 0.909 -0.374
H 0.669609 0.983025 1.734939 -0.212 -0.365 0.769
H -2.286487 1.505617 0.148142 -0.713 -0.908 -0.048
H -3.952250 0.905491 0.441431 1.428 -0.842 0.165
H 0.377526 -1.165271 2.499439 -0.413 0.691 0.605
H 1.136503 -2.584125 1.966006 -1.740 2.228 -1.369
H -2.448846 -1.224792 1.112982 -0.368 -0.310 -0.231
```
Forces are in eV/Å.

gap between HOMO and LUMO (alpha / beta): 0.31552 / 0.27264 Eh
total charge: 0
LUMO (alpha / beta): -0.6 / -0.3 eV

DFT (ωB97M-V with the def2-TZVPD basis set) results for an isolated ion of composition C6H17N3O2 and charge +2.

Structure (XYZ):
```
28
Properties=species:S:1:pos:R:3:forces:R:3
C 0.524566 2.756568 1.482437 0.120 0.015 -2.276
N 0.411609 1.535224 2.195687 0.508 -3.419 -0.040
C 0.266096 0.274517 1.692106 -2.601 2.070 1.829
N -0.295116 -0.651281 2.508697 1.026 0.817 -0.744
C -0.457038 -2.070455 2.495712 2.106 -3.993 0.732
O 0.272807 0.189075 0.369320 0.797 -0.226 1.184
C -0.250279 -0.972287 -0.245164 0.583 -0.689 -3.187
C -0.772107 -0.419263 -1.705447 -1.402 -1.667 1.418
O -1.721869 0.565910 -1.598088 -0.356 0.624 0.386
N 0.438533 0.252314 -2.223817 0.652 0.903 -2.311
C 1.024008 -0.287846 -3.565686 1.744 -0.144 2.559
H -0.376991 3.266609 1.759911 -0.028 1.180 -0.033
H 1.474334 3.230839 1.703606 -0.199 0.440 0.183
H 0.486008 2.576742 0.378563 0.000 0.156 0.994
H 0.311463 1.698501 3.191477 0.148 -0.677 -0.026
H -0.418274 -0.343206 3.438676 -0.104 0.905 0.923
H -1.414198 -2.455769 2.234759 -1.093 0.400 -0.645
H 0.295505 -2.628579 1.845299 -0.835 0.950 0.880
H -0.344597 -2.587261 3.545179 0.266 1.633 -1.712
H -1.023689 -1.447195 0.297702 -0.973 -0.044 0.416
H 0.567493 -1.746507 -0.403349 -0.816 0.965 0.088
H -1.227708 -1.279609 -2.325958 1.602 1.083 0.634
H -2.645481 0.300691 -1.761965 0.583 -0.182 0.008
H 0.320639 1.194277 -2.605091 -1.039 0.471 1.358
H 1.112430 0.277460 -1.445398 0.219 0.234 -0.892
H 1.129441 -1.282123 -3.194768 0.986 -1.162 -1.140
H 0.317839 -0.235431 -4.359679 -0.596 0.408 -0.424
H 1.994577 0.288083 -3.704718 -1.297 -1.051 -0.164
```
Forces are in eV/Å.

SMILES: CN/C(=[NH+]/C)OC[C@@H](O)[NH2+]C
gap between HOMO and LUMO: 0.39689 Eh
total charge: +2
LUMO: -6.6 eV

DFT (ωB97M-V with the def2-TZVPD basis set) results for a 2-piece molecular cluster, C6H17N4S overall.

Structure (XYZ):
```
28
Properties=species:S:1:pos:R:3:forces:R:3
C 2.290390 1.273428 -0.346405 5.898 0.741 0.927
C 3.857698 -0.008900 1.277771 1.409 -0.047 1.317
C 2.878543 -1.048412 -0.770943 -0.902 1.466 -3.488
C -4.570697 1.292737 -0.393700 1.151 0.790 1.910
C -2.604831 -0.063813 -0.432195 1.715 0.319 -1.346
C 2.695877 -0.044672 0.286689 -0.093 0.280 1.349
N -0.504935 -1.051065 -0.536878 -0.336 -0.444 -0.966
N -1.727634 -1.057964 -0.114077 -0.982 -0.772 0.188
N -3.877332 0.040154 -0.028181 -0.556 0.546 0.559
N -4.511321 -0.863132 0.584532 3.485 -2.558 0.184
S 1.210747 -0.577863 1.274127 0.956 -2.235 0.461
H 3.080248 1.233317 -1.167624 -0.708 1.229 0.782
H 1.438805 1.205374 -0.883024 -3.217 0.117 -1.143
H 2.489756 2.168065 0.347819 -0.752 -1.255 -1.249
H 4.929268 0.396890 0.952138 -2.397 -1.194 0.036
H 3.922121 -1.064837 1.777158 0.289 1.994 -0.943
H 3.562000 0.704899 2.067611 0.245 -0.409 -0.027
H 1.897591 -0.930255 -1.366313 1.731 -0.411 0.053
H 3.796775 -0.797375 -1.431639 -1.558 -0.617 1.057
H 2.865379 -2.033225 -0.441657 0.526 -1.866 0.711
H -5.505178 1.242031 0.156276 -0.220 0.334 -0.654
H -3.988920 2.208152 -0.103739 -0.450 -1.047 -0.002
H -4.552278 1.230549 -1.424485 -1.033 0.406 -2.257
H -2.248313 0.511996 -1.313667 -0.516 0.120 1.208
H -0.105354 -2.014215 -0.585041 -0.550 0.889 0.700
H 0.824451 0.620379 1.320864 -1.222 2.260 0.443
H -2.101673 -1.822652 0.455879 0.068 -0.026 -0.030
H -5.441172 -0.749586 0.838703 -1.984 1.391 0.220
```
Forces are in eV/Å.

gap between HOMO and LUMO (alpha / beta): 0.24745 / 0.25862 Eh
total charge: +1
LUMO (alpha / beta): -5.0 / -4.9 eV

DFT (ωB97M-V with the def2-TZVPD basis set) results for a 2-piece molecular cluster, C6H17NO overall.

Structure (XYZ):
```
25
Properties=species:S:1:pos:R:3:forces:R:3
C -2.337515 1.669899 1.734484 -0.153 -0.436 0.864
C -0.979210 1.176405 1.253655 0.437 0.192 0.740
C -0.917487 0.624862 -0.161328 0.074 -0.255 0.091
C 0.498097 0.548694 -0.765681 -1.021 1.159 -0.150
C 0.418591 -0.070961 -2.165404 -0.691 -0.215 0.727
N 1.432961 0.026904 0.220228 0.159 -0.580 -0.925
C 2.525436 -0.820110 -0.294854 -0.617 0.397 0.693
H -3.078134 0.886254 1.940801 0.167 -0.161 -0.603
H -2.784097 2.409764 1.075895 -0.013 0.139 0.009
H -2.198855 2.071022 2.746737 -0.012 0.468 -0.315
H -0.581098 0.528975 2.037230 -0.059 -0.509 -0.185
H -0.279825 2.017654 1.333890 -0.100 0.124 -0.334
H -1.526550 1.345518 -0.703447 0.011 -0.162 -0.668
H -1.355674 -0.372314 -0.297407 -0.274 0.130 0.403
H 0.723289 1.602537 -0.959299 0.603 0.136 0.148
H -0.152703 -1.007162 -2.147082 0.501 -0.201 0.000
H 1.402218 -0.177055 -2.609769 -0.084 -0.099 -0.300
H -0.218105 0.600338 -2.742929 0.316 0.117 -0.272
H 0.922166 -0.523012 0.898820 -0.007 -0.013 -0.003
H 2.200288 -1.815565 -0.624516 0.091 -0.121 0.301
H 3.191607 -0.829337 0.563518 0.566 -0.675 -0.347
H 3.024079 -0.422946 -1.169901 0.148 0.571 0.102
O -0.240600 -3.132426 0.015135 -0.337 0.067 -0.061
H 0.706465 -3.173526 -0.146050 -0.015 -0.030 0.296
H -0.395347 -3.164412 0.967272 0.309 -0.041 -0.211
```
Forces are in eV/Å.

SMILES: CCC[C@H](C)NC.O
gap between HOMO and LUMO: 0.34315 Eh
total charge: 0
LUMO: 0.7 eV

In order of appearance, strongest force on any atom = 2.34 3.75 1.71 6.11 3.35 4.57 6.02 1.55 eV/A.
In order of appearance, relative energy (zero: lowest compared OMol25 entry of this formula, charge and spin) = 1.227 6.063 0.393 2.693 3.886 0.000 2.125 0.904 eV.